The following is a quantum chemistry calculation of the ion C7H12NO5P with charge -2 at a distorted geometry, from OMol25.

Computed properties:
SMILES string = CCOCC(OCC)=P([O-])([O-])OC#N
orbital gap = 5.44 eV

```
! wB97M-V def2-TZVPD RIJCOSX def2/J DEFGRID3
* xyz -2 1
C -0.888 2.424 2.162
C -0.938 2.229 0.624
O -2.010 1.427 0.215
C -1.604 0.530 -0.837
C -0.373 -0.341 -0.701
O -0.737 -1.591 -0.132
C 0.282 -2.119 0.806
C 1.046 -3.193 0.078
P 0.469 -0.363 -2.336
O 1.414 -1.500 -2.516
O 0.171 0.604 -3.472
O 1.637 0.969 -1.610
C 1.947 0.736 -0.452
N 2.455 0.607 0.574
H -1.673 3.097 2.332
H -0.789 1.524 2.591
H 0.020 3.046 2.430
H -0.088 1.715 0.248
H -1.097 3.238 0.264
H -1.312 1.269 -1.661
H -2.513 0.238 -1.214
H 1.002 -1.393 1.107
H -0.275 -2.654 1.640
H 0.542 -4.128 0.221
H 1.236 -2.952 -0.910
H 2.076 -3.419 0.552
*
```

The following is a quantum chemistry calculation of a structure of composition C13H25CoO4S4SeSi at a distorted geometry, from OMol25.

Computed properties:
orbital gap (spin up / spin down) = 8.60 / 6.91 eV

```
! wB97M-V def2-TZVPD RIJCOSX def2/J DEFGRID3
* xyz 0 5
Co -10.233 -8.315 -6.703
C -7.866 -9.655 -5.263
C -9.015 -10.619 -4.868
S -10.604 -10.251 -5.791
C -10.746 -11.604 -7.008
C -11.929 -11.413 -7.998
S -11.471 -11.547 -9.712
C -11.342 -9.772 -10.225
C -9.895 -9.197 -10.053
S -9.871 -7.892 -8.788
C -8.117 -7.302 -8.890
C -7.324 -7.673 -7.656
S -7.900 -9.288 -7.016
H -6.856 -10.074 -5.111
H -7.896 -8.745 -4.611
H -9.379 -10.352 -3.839
H -8.711 -11.691 -4.901
H -11.062 -12.464 -6.387
H -9.794 -11.874 -7.450
H -12.490 -10.481 -7.761
H -12.633 -12.268 -7.843
H -11.999 -9.038 -9.739
H -11.612 -9.744 -11.278
H -9.700 -8.734 -11.020
H -9.205 -10.038 -9.861
H -8.249 -6.255 -8.976
H -7.710 -7.768 -9.790
H -7.317 -6.991 -6.820
H -6.254 -7.839 -7.878
O -10.748 -5.449 -4.212
Se -9.585 -6.583 -4.633
O -10.204 -8.173 -4.436
O -9.416 -6.584 -6.461
O -8.014 -6.336 -4.121
C -13.991 -5.225 -5.294
Si -14.287 -6.114 -6.902
C -16.105 -6.542 -7.102
C -14.235 -4.906 -8.390
C -13.019 -7.410 -7.078
C -11.919 -7.989 -7.182
H -14.139 -4.198 -5.495
H -12.968 -5.407 -4.906
H -14.728 -5.607 -4.601
H -16.698 -5.624 -6.987
H -16.503 -7.342 -6.440
H -16.189 -6.922 -8.140
H -15.094 -4.226 -8.346
H -14.323 -5.490 -9.286
H -13.344 -4.268 -8.430
*
```

The following is a quantum chemistry calculation of a cluster of 13 separate species, C58H78Br2F3N15O2 in total at a distorted geometry, from OMol25.

Computed properties:
orbital gap = 7.37 eV

```
! wB97M-V def2-TZVPD RIJCOSX def2/J DEFGRID3
* xyz 0 1
C 6.977 -0.703 2.958
N 5.997 0.398 2.897
C 4.763 -0.114 2.309
N 3.852 0.984 1.946
C 3.640 1.943 3.032
C 2.862 3.185 2.563
C 2.000 3.799 3.663
N 2.830 4.757 4.429
C 2.671 0.423 1.426
O 2.688 -0.298 0.448
O 1.472 0.749 2.015
C 1.079 -0.054 3.117
C 1.136 -1.543 2.817
C 0.659 -2.418 3.962
F 0.589 -3.686 3.464
Br -1.162 -1.979 4.473
C 1.700 -2.487 5.158
F 2.775 -1.714 4.881
F 2.146 -3.745 5.269
Br 1.053 -1.942 6.909
H 6.629 -1.491 3.631
H 7.913 -0.334 3.359
H 7.150 -1.092 1.962
H 5.767 0.586 3.866
H 5.037 -0.640 1.402
H 4.298 -0.839 2.993
H 3.149 1.492 3.899
H 4.596 2.295 3.402
H 3.615 3.931 2.311
H 2.295 2.973 1.665
H 1.152 4.287 3.190
H 1.610 3.044 4.345
H 2.578 4.709 5.408
H 3.781 4.407 4.395
H 1.608 0.189 4.036
H 0.041 0.199 3.301
H 2.130 -1.906 2.567
H 0.478 -1.785 1.990
N -0.936 -7.521 2.487
C -0.876 -8.262 1.338
C -0.569 -7.415 0.307
C -0.435 -6.110 0.857
C -0.665 -6.211 2.204
H -1.147 -7.883 3.398
H -1.057 -9.323 1.352
H -0.453 -7.696 -0.725
H -0.197 -5.204 0.323
H -0.662 -5.470 2.980
N -1.323 -2.596 0.053
C -2.149 -3.226 -0.840
C -1.738 -2.889 -2.101
C -0.614 -2.026 -1.964
C -0.381 -1.863 -0.624
H -1.400 -2.665 1.051
H -2.954 -3.855 -0.502
H -2.192 -3.222 -3.018
H -0.043 -1.576 -2.760
H 0.370 -1.293 -0.101
N -1.631 0.800 -3.374
C -0.386 1.354 -3.483
C -0.293 1.948 -4.714
C -1.533 1.748 -5.376
C -2.339 1.039 -4.525
H -1.962 0.288 -2.574
H 0.325 1.278 -2.677
H 0.567 2.470 -5.098
H -1.801 2.086 -6.362
H -3.349 0.682 -4.645
N -4.556 0.903 -2.084
C -4.337 0.120 -0.983
C -5.534 -0.038 -0.335
C -6.514 0.675 -1.078
C -5.879 1.242 -2.151
H -3.851 1.181 -2.749
H -3.354 -0.262 -0.753
H -5.691 -0.604 0.568
H -7.563 0.760 -0.851
H -6.252 1.853 -2.954
N -5.927 -3.576 -5.102
C -6.467 -2.770 -4.132
C -5.530 -1.831 -3.793
C -4.380 -2.080 -4.588
C -4.654 -3.157 -5.386
H -6.391 -4.351 -5.536
H -7.468 -2.934 -3.769
H -5.646 -1.053 -3.058
H -3.453 -1.532 -4.577
H -4.052 -3.657 -6.127
N 6.015 3.486 0.654
C 5.451 4.675 0.269
C 6.442 5.465 -0.251
C 7.651 4.723 -0.180
C 7.355 3.509 0.382
H 5.523 2.713 1.070
H 4.397 4.857 0.397
H 6.313 6.462 -0.639
H 8.627 5.044 -0.505
H 7.979 2.662 0.609
N -0.673 6.036 -3.733
C -0.964 7.147 -4.479
C -2.035 6.846 -5.276
C -2.406 5.501 -4.998
C -1.547 5.030 -4.042
H 0.070 5.969 -3.064
H -0.387 8.049 -4.379
H -2.502 7.513 -5.981
H -3.210 4.944 -5.450
H -1.482 4.072 -3.558
N -4.715 -2.211 -8.693
C -5.047 -2.737 -9.910
C -4.001 -2.506 -10.766
C -3.001 -1.812 -10.032
C -3.473 -1.648 -8.756
H -5.293 -2.229 -7.871
H -5.992 -3.228 -10.063
H -3.958 -2.799 -11.801
H -2.047 -1.472 -10.400
H -3.036 -1.178 -7.890
N -3.402 -0.881 7.602
C -2.145 -0.928 8.145
C -2.230 -0.466 9.433
C -3.589 -0.129 9.674
C -4.286 -0.398 8.527
H -3.640 -1.158 6.668
H -1.303 -1.287 7.575
H -1.409 -0.379 10.125
H -4.006 0.264 10.586
H -5.330 -0.287 8.292
N 4.505 7.452 3.269
C 3.926 8.636 2.910
C 4.913 9.451 2.418
C 6.133 8.722 2.479
C 5.844 7.493 3.012
H 4.029 6.658 3.664
H 2.869 8.797 3.033
H 4.776 10.454 2.051
H 7.107 9.060 2.167
H 6.472 6.645 3.224
N -2.003 -4.369 8.405
C -0.761 -4.694 7.931
C -0.719 -6.055 7.769
C -1.987 -6.568 8.156
C -2.755 -5.502 8.542
H -2.312 -3.436 8.624
H -0.015 -3.933 7.749
H 0.127 -6.620 7.413
H -2.297 -7.600 8.152
H -3.768 -5.454 8.902
N 0.184 -1.801 -8.173
C 0.744 -2.357 -9.290
C 2.100 -2.184 -9.211
C 2.368 -1.497 -7.996
C 1.166 -1.277 -7.378
H -0.799 -1.779 -7.971
H 0.131 -2.826 -10.041
H 2.819 -2.512 -9.943
H 3.333 -1.200 -7.620
H 0.926 -0.794 -6.446
*
```

The following is a quantum chemistry calculation of a structure of composition C18H37N2O2P3ReS at a distorted geometry, from OMol25.

Computed properties:
orbital gap (spin up / spin down) = 7.83 / 4.35 eV

```
! wB97M-V def2-TZVPD RIJCOSX def2/J DEFGRID3
* xyz 4 4
P 3.303 -0.775 0.204
C 3.814 -0.688 1.945
H 4.896 -0.776 2.072
H 3.296 -1.432 2.555
H 3.490 0.300 2.289
C 3.699 -2.475 -0.314
H 3.845 -2.530 -1.403
H 2.823 -3.088 -0.056
H 4.586 -2.834 0.220
C 4.602 0.250 -0.569
H 5.559 -0.274 -0.694
H 4.751 1.167 0.019
H 4.225 0.559 -1.554
P -1.056 3.325 -0.842
C -1.121 3.784 0.913
H -1.353 4.848 1.057
H -0.149 3.543 1.349
H -1.900 3.164 1.364
C 0.069 4.548 -1.596
H 0.048 4.388 -2.688
H 1.088 4.345 -1.224
H -0.240 5.578 -1.326
C -2.767 3.563 -1.380
H -2.945 4.606 -1.681
H -3.454 3.278 -0.569
H -2.936 2.883 -2.225
P -2.250 -2.447 0.389
C -2.962 -2.616 2.065
H -3.876 -3.220 2.051
H -3.212 -1.603 2.408
H -2.243 -3.042 2.771
C -3.794 -2.515 -0.598
H -4.502 -3.181 -0.086
H -3.608 -2.866 -1.623
H -4.216 -1.500 -0.656
C -1.494 -4.057 0.063
H -2.271 -4.769 -0.220
H -0.960 -4.379 0.960
H -0.775 -3.950 -0.758
Re -0.229 0.898 -1.544
C 1.091 1.569 -0.175
O 1.763 2.008 0.678
C -1.684 0.604 -0.181
O -2.530 0.597 0.625
C -1.355 0.214 -3.300
C -0.864 -0.896 -2.605
C 0.499 -0.991 -2.292
C 1.370 0.006 -2.743
C 0.882 1.155 -3.388
C -0.500 1.277 -3.654
H -2.424 0.346 -3.438
H -1.542 -1.655 -2.224
H 0.870 -1.815 -1.683
H 2.420 -0.071 -2.467
H 1.516 2.018 -3.555
H -0.901 2.203 -4.040
N 0.164 -1.659 4.982
C 0.249 -1.062 3.765
N 0.153 0.302 3.797
S 0.474 -1.982 2.352
H 0.320 -1.099 5.831
H 0.367 -2.642 5.022
H 0.124 0.830 2.960
H -0.243 0.733 4.643
*
```

The following is a quantum chemistry calculation of a cluster of 3 separate species, C3H11NO2 in total at a distorted geometry, from OMol25.

Computed properties:
SMILES string = C=CCN.O.O
orbital gap = 9.13 eV

```
! wB97M-V def2-TZVPD RIJCOSX def2/J DEFGRID3
* xyz 0 1
C -1.565 0.798 2.180
C -0.371 0.351 1.719
C -0.070 0.190 0.266
N -0.032 -1.232 -0.230
H -1.637 1.653 2.843
H -2.503 0.352 1.850
H 0.399 0.110 2.451
H 0.853 0.644 -0.078
H -0.908 0.611 -0.298
H 0.251 -1.213 -1.209
H -0.985 -1.564 -0.344
O -1.373 1.807 -2.944
H -2.213 2.200 -3.216
H -1.599 1.273 -2.177
O 3.813 -2.312 -0.372
H 4.531 -1.838 -0.791
H 3.409 -1.829 0.350
*
```

The following is a quantum chemistry calculation of a cluster of 5 separate species, C32H59N3O10 in total at a distorted geometry, from OMol25.

Computed properties:
SMILES string = N#C[C@@H](CCCCCN)[C@@H](C#N)OC(=O)c1ccccc1.COCCOC.COCCOC.COCCOC.COCCOC
orbital gap = 8.82 eV

```
! wB97M-V def2-TZVPD RIJCOSX def2/J DEFGRID3
* xyz 0 1
N -2.468 -1.739 1.699
C -2.107 -1.108 0.728
C -1.706 -0.187 -0.513
C -0.227 0.442 -0.460
C 0.973 -0.622 -0.340
C 1.203 -1.215 1.151
C 1.321 -0.086 2.300
C -0.018 0.074 3.200
N -0.387 -1.160 3.956
C -2.048 -1.020 -1.849
C -1.924 -0.079 -3.173
N -1.942 0.601 -4.183
O -1.331 -2.271 -1.973
C -2.160 -3.332 -2.450
O -3.036 -3.238 -3.357
C -1.894 -4.790 -1.791
C -2.390 -5.224 -0.378
C -2.113 -6.694 0.158
C -1.300 -7.721 -0.730
C -0.739 -7.294 -2.156
C -1.066 -5.828 -2.666
H -2.445 0.712 -0.502
H -0.072 0.998 -1.471
H -0.158 1.225 0.377
H 1.949 -0.037 -0.594
H 0.931 -1.493 -1.082
H 2.213 -1.791 1.119
H 0.407 -2.031 1.388
H 2.165 -0.438 3.014
H 1.648 0.905 1.819
H -0.878 0.521 2.567
H 0.233 0.881 3.998
H -0.129 -2.025 3.459
H -1.396 -1.220 4.150
H -3.183 -1.270 -1.784
H -2.970 -4.485 0.293
H -2.467 -7.043 1.199
H -1.086 -8.792 -0.391
H -0.116 -8.032 -2.794
H -0.691 -5.502 -3.711
C -5.467 -0.099 2.108
O -5.743 1.092 2.834
C -7.130 1.427 2.818
C -7.819 1.017 4.117
O -7.846 -0.402 4.266
C -6.833 -0.874 5.145
H -4.465 -0.438 2.378
H -6.177 -0.896 2.337
H -5.487 0.112 1.032
H -7.630 0.981 1.952
H -7.193 2.516 2.717
H -8.860 1.354 4.084
H -7.341 1.490 4.982
H -7.126 -0.688 6.182
H -5.865 -0.404 4.946
H -6.729 -1.951 4.996
C 1.733 4.212 5.371
O 1.995 2.847 5.073
C 3.385 2.588 4.889
C 4.007 1.962 6.135
O 4.008 2.875 7.231
C 2.950 2.624 8.146
H 0.713 4.287 5.757
H 2.419 4.609 6.123
H 1.807 4.810 4.456
H 3.918 3.500 4.601
H 3.467 1.875 4.061
H 5.053 1.720 5.920
H 3.496 1.031 6.404
H 3.197 1.762 8.772
H 1.998 2.447 7.635
H 2.838 3.503 8.786
C -0.479 2.063 -6.855
O 0.862 2.389 -7.200
C 0.935 3.275 -8.316
C 1.184 4.714 -7.869
O 0.074 5.230 -7.136
C 0.290 5.200 -5.731
H -0.476 1.615 -5.859
H -1.125 2.944 -6.837
H -0.877 1.332 -7.567
H 0.031 3.207 -8.930
H 1.783 2.948 -8.928
H 1.299 5.342 -8.758
H 2.106 4.790 -7.283
H 0.955 6.020 -5.441
H 0.715 4.248 -5.402
H -0.674 5.337 -5.236
C 7.281 -1.381 -2.816
O 6.227 -2.232 -3.244
C 5.380 -2.629 -2.166
C 4.093 -1.808 -2.136
O 4.356 -0.439 -1.834
C 4.357 0.383 -2.995
H 7.717 -0.908 -3.700
H 6.930 -0.597 -2.141
H 8.056 -1.973 -2.318
H 5.908 -2.563 -1.209
H 5.121 -3.680 -2.335
H 3.450 -2.193 -1.338
H 3.546 -1.900 -3.081
H 3.328 0.576 -3.313
H 4.916 -0.071 -3.818
H 4.830 1.333 -2.739
*
```

The following is a quantum chemistry calculation of the ion BrHNO3S with charge -1 at a distorted geometry, from OMol25.

Computed properties:
orbital gap = 7.13 eV

```
! wB97M-V def2-TZVPD RIJCOSX def2/J DEFGRID3
* xyz -1 1
N -1.021 -0.033 0.029
O -0.496 2.097 0.698
O -2.978 1.643 0.283
O -1.510 1.985 -1.470
S -1.611 1.455 -0.140
Br -2.324 -1.190 0.125
H 0.270 1.790 0.256
*
```

The following is a quantum chemistry calculation of the molecule C2H6N2 at a distorted geometry, from OMol25.

Computed properties:
orbital gap = 8.66 eV

```
! wB97M-V def2-TZVPD RIJCOSX def2/J DEFGRID3
* xyz 0 1
C 0.769 0.735 -0.088
N -1.216 -0.840 -0.355
C 0.127 -0.725 0.247
N 0.249 -0.098 1.411
H 1.799 0.962 0.302
H 0.631 0.750 -1.192
H 0.334 1.708 0.176
H -1.402 0.000 -0.890
H -1.931 -0.858 0.387
H 0.640 -1.634 0.003
*
```